No. 1
{"formula": "C3H8N4", "method": "ωB97M-V/def2-TZVPD", "elements": ["N", "H", "H", "H", "H", "N", "N", "H", "H", "H", "N", "H", "C", "C", "C"], "xyz": [[0.0139, -0.3263, 0.1660], [-0.2149, -0.5545, 2.2095], [1.7513, 1.5078, -2.0950], [-0.9532, 1.8891, -0.7197], [-0.6923, 1.0174, 1.5292], [1.7319, -0.2851, -1.1799], [0.9753, 1.1056, -1.5478], [-0.8589, -2.1703, 0.4994], [-1.0182, -1.4084, -1.1120], [1.0832, 0.6848, 1.8384], [1.1471, -0.7571, -0.3293], [-1.9413, -0.8867, 0.2866], [-0.0585, 1.2234, -0.9334], [-1.0683, -1.2625, -0.1197], [0.1028, 0.2231, 1.5078]], "forces_ev_per_angstrom": [[-0.54, 3.39, -1.22], [0.26, 0.09, 0.02], [-0.96, 0.83, -0.38], [1.17, -0.70, -0.46], [0.72, -0.72, 0.26], [2.77, -0.06, -1.82], [-0.01, 0.82, -0.11], [-0.03, 0.39, -0.80], [-0.51, -0.98, -3.49], [-0.92, -0.75, -0.92], [0.45, -3.04, 1.82], [-1.97, 1.10, 0.35], [-0.94, -0.15, 0.79], [1.16, -1.69, 3.53], [-0.66, 1.45, 2.43]], "nbo_charge": [-0.0671, 0.2884, 0.5404, 0.3491, 0.2667, 0.2428, -0.4150, 0.2886, 0.2387, 0.3033, 0.1700, 0.2695, 0.3956, -0.3994, -0.4716], "e_lumo_ev": -11.0, "e_tot_ev": -9175.905, "charge": 2, "relative_energy_ev": 6.290, "e_homo_ev": -22.6, "gap_ev": 11.59}

***

No. 2
{"formula": "C18H27F6N9P", "method": "ωB97M-V/def2-TZVPD", "elements": ["H", "H", "H", "C", "F", "N", "C", "F", "N", "C", "H", "C", "N", "H", "N", "H", "C", "H", "C", "N", "C", "C", "H", "N", "H", "H", "H", "H", "H", "H", "C", "H", "C", "H", "N", "P", "C", "H", "H", "H", "N", "H", "H", "N", "C", "C", "C", "C", "H", "H", "C", "C", "H", "F", "F", "H", "F", "F", "C", "H", "H"], "xyz": [[-1.5095, 2.6182, 1.0744], [-1.2102, -4.4148, -0.5881], [-1.1524, 4.1671, 1.9723], [-4.4523, 2.5634, -0.5484], [0.2207, -1.1946, 0.7737], [3.4487, 0.2790, -4.1869], [1.5361, -3.4046, -2.7764], [-1.2327, 0.5680, 0.4030], [0.6051, -3.7503, -3.3828], [5.0902, 1.5586, 3.7440], [-2.2354, -2.8588, -2.2003], [4.4401, 1.4585, -0.5279], [-2.9407, -3.7867, 1.9379], [-4.8750, 2.1779, -1.4954], [-4.1100, -0.5197, -3.0535], [3.3285, -2.3609, -2.4586], [-0.8525, -4.0617, 0.3853], [0.3885, -0.8833, -3.9617], [-3.0770, -2.4536, -1.6458], [-3.2776, 4.8742, -0.7723], [-2.5918, -0.5156, 3.0370], [2.5611, -2.8816, -1.8636], [3.0942, -3.6352, -1.2723], [-4.0542, 3.2820, 2.9381], [4.4551, 1.2673, 4.5560], [-3.8173, -3.2162, -1.5631], [-0.2000, -4.8287, 0.8165], [3.8460, 0.8184, 0.1218], [-0.3280, -3.0801, 0.3306], [-3.7545, 1.8367, -0.0516], [-3.5315, -0.6735, 1.8611], [0.6739, 0.5315, -2.9213], [-3.6600, -1.3672, -2.4648], [0.4960, 0.7922, -4.6700], [4.9044, 3.7979, 0.6326], [0.2967, 0.1873, -0.0798], [-1.6123, 3.1815, 1.9930], [5.4014, 0.9596, -0.7479], [3.8668, 1.5853, -1.4801], [-2.6693, 0.4878, 3.4555], [5.9811, -0.4455, 2.3827], [-0.9144, 2.6563, 2.7153], [6.0135, 2.0048, 4.1625], [-4.1844, -0.5822, 0.9109], [-2.0566, -3.9919, 1.2762], [2.3428, 0.1505, -4.0157], [-2.9713, 3.1586, 2.6109], [-3.8021, 3.8807, -0.6495], [-2.8131, -1.2781, 3.7697], [-5.2984, 2.7743, 0.1180], [4.7235, 2.8022, 0.0704], [0.8748, 0.1189, -3.9145], [2.0552, -2.1001, -1.2726], [-0.2518, -0.6156, -1.3932], [0.3300, 1.5543, -0.9303], [-1.5884, -0.6870, 2.6373], [1.8421, -0.1198, -0.4487], [0.8494, 1.0045, 1.2283], [5.5501, 0.4227, 2.9580], [-2.8046, -2.1120, -0.6588], [4.6133, 2.2990, 3.1227]], "forces_ev_per_angstrom": [[-0.37, 0.22, -0.21], [0.36, 0.23, 0.07], [-0.64, 0.24, -0.42], [-0.04, 0.14, 0.79], [0.06, 0.23, 0.02], [3.10, 0.20, -0.18], [-1.39, -0.64, -0.25], [0.51, -0.67, -0.48], [1.55, 0.45, 0.74], [1.32, 0.33, 0.01], [0.26, 0.00, 0.14], [0.31, 0.76, -0.86], [-2.75, 0.27, 2.10], [0.67, 0.28, 0.39], [-1.20, 2.18, -1.69], [-0.26, -0.11, 0.12], [-0.72, -0.30, 0.65], [0.73, 0.71, -0.14], [-0.05, 0.70, -1.10], [1.07, 2.25, -0.08], [-0.58, -0.57, -1.48], [0.24, 0.72, -0.66], [-0.58, 0.08, -0.06], [-1.31, -0.18, 0.77], [-0.40, -0.27, 0.31], [-0.57, -0.65, 0.21], [0.07, 0.21, -0.22], [0.07, 0.31, 0.19], [-0.62, -0.80, 0.01], [-0.80, 0.55, -0.65], [0.36, 1.08, 0.24], [-0.33, 0.02, -0.41], [1.47, -2.35, 2.30], [-0.27, 0.04, -0.19], [-0.05, -0.89, -0.65], [-0.69, 1.14, 0.90], [0.94, -1.05, 2.38], [-0.48, 0.25, 0.08], [0.54, -0.07, 0.76], [-0.14, -0.11, -0.11], [0.97, -2.14, -1.48], [-0.78, 0.22, -0.73], [-0.56, -0.02, -0.09], [0.42, -0.44, 0.91], [3.70, 0.21, -2.60], [-3.46, -0.64, -0.17], [2.21, 0.62, -1.80], [-0.96, -2.75, -0.52], [-0.07, -0.08, 0.24], [0.11, -0.55, 0.06], [-0.35, -0.37, 0.53], [0.33, -0.23, 0.83], [0.40, -0.49, 0.13], [0.19, 0.07, 0.79], [0.18, -0.14, -0.21], [-0.07, 0.12, 0.14], [-0.19, -0.34, -0.51], [-0.20, -0.40, -0.11], [-1.13, 1.96, 1.40], [0.10, 0.29, 0.09], [-0.22, 0.18, -0.25]], "nbo_charge": [0.2916, 0.2517, 0.2591, -0.7329, -0.5957, -0.3910, 0.3133, -0.5978, -0.3791, -0.7218, 0.2508, -0.7306, -0.3661, 0.2676, -0.3726, 0.2649, -0.7342, 0.2682, -0.7190, -0.3773, -0.7140, -0.7515, 0.2514, -0.3681, 0.2486, 0.2410, 0.2416, 0.2777, 0.2977, 0.2779, 0.3351, 0.2918, 0.3238, 0.2486, -0.3883, 2.5975, -0.7369, 0.2510, 0.2715, 0.2501, -0.3514, 0.2493, 0.2493, -0.3895, 0.3035, 0.3159, 0.3000, 0.3081, 0.2464, 0.2528, 0.3153, -0.7414, 0.2953, -0.5910, -0.5823, 0.2705, -0.5956, -0.5967, 0.3010, 0.2715, 0.2736], "e_lumo_ev": 2.4, "e_tot_ev": -58115.544, "charge": -1, "relative_energy_ev": 0.000, "e_homo_ev": -9.2, "gap_ev": 11.62}